Record 1
10
Properties=species:S:1:pos:R:3 method="wB97M-V/def2-TZVPD" e_homo_ev=-9.74 energy_ev=-49457.6473 multiplicity=1 max_force_ev_per_a=4.76 orbital_gap_ev=7.79 lumo_energy_ha=-0.071
N -1.27617 -0.62279 -0.04250
O -1.69891 -0.51773 -2.69126
O -1.74117 1.38547 -1.05634
O 0.45512 0.14756 -1.73322
P -2.04378 0.71922 0.36705
S -2.45151 1.82216 1.81862
S 3.52814 -1.09284 1.20106
S -0.90917 -0.06194 -1.61764
H 3.28847 -0.00082 1.68009
H 2.84898 -1.77828 2.07413

=====

Record 2
22
Properties=species:S:1:pos:R:3 method="wB97M-V/def2-TZVPD" e_homo_ev=-9.33 energy_ev=-13490.4850 multiplicity=1 max_force_ev_per_a=2.61 orbital_gap_ev=8.83 smiles="C[C@H](C(=O)C#N)N(C)C.O" lumo_energy_ha=-0.018
C -0.73671 -0.72218 -1.53468
C -0.38453 -0.86761 -0.05586
C -1.31411 -0.05463 0.82217
O -2.39887 0.35347 0.48922
C -0.85795 0.25701 2.21609
N -0.74025 0.80220 3.24129
N 0.98624 -0.57605 0.31858
C 1.89245 -1.69436 0.13119
C 1.51549 0.65722 -0.23940
H -1.74846 -1.09007 -1.74535
H -0.68083 0.32476 -1.85964
H -0.04011 -1.32451 -2.13271
H -0.59151 -1.90382 0.26763
H 2.03777 -1.95370 -0.93649
H 2.87356 -1.44348 0.55601
H 1.51328 -2.57972 0.65847
H 0.79469 1.47714 -0.10952
H 2.44168 0.92570 0.28575
H 1.74806 0.57957 -1.31889
O -2.01740 3.19648 0.03971
H -2.33042 2.29930 -0.14118
H -1.96209 3.33727 1.04762

=====

Record 3
18
Properties=species:S:1:pos:R:3 method="wB97M-V/def2-TZVPD" e_homo_ev=-9.60 energy_ev=-8898.4578 multiplicity=1 max_force_ev_per_a=0.55 orbital_gap_ev=10.48 smiles="CCN1C[C@H]1C=O.[H][H]" lumo_energy_ha=0.033
C -1.99294 -1.01172 -0.50185
C -1.45147 -0.11434 0.60020
N 0.00095 -0.07128 0.50226
C 0.69041 1.09006 0.98135
C 0.51091 0.85279 -0.48960
C 1.57192 0.37046 -1.42803
O 2.28236 -0.58752 -1.25147
H -3.08214 -1.09700 -0.44880
H -1.55271 -2.00981 -0.42032
H -1.72914 -0.60869 -1.48699
H -1.89089 0.89799 0.52485
H -1.71358 -0.51061 1.58756
H 0.10179 1.91020 1.39882
H 1.65138 0.91204 1.45841
H -0.21201 1.52116 -0.96436
H 1.65224 0.96454 -2.36251
H 2.85804 -1.19483 1.39246
H 2.30487 -1.31344 0.90803

=====

Record 4
21
Properties=species:S:1:pos:R:3 method="wB97M-V/def2-TZVPD" e_homo_ev="0.05 / -4.02" charge=-1 energy_ev=-30576.1451 multiplicity=2 max_force_ev_per_a=3.16 orbital_gap_ev="2.56 / 6.61" lumo_energy_ha="0.096 / 0.095"
N 2.12824 0.43009 -0.29162
C 1.02753 0.28224 0.67959
C 1.45702 -0.02137 2.14519
C -0.06521 -0.71088 0.28074
S -0.69268 -0.48003 -1.43671
S -2.60097 0.32955 -1.42610
H 2.63557 1.28620 -0.12524
H 2.66691 -0.42751 -0.28347
H 0.69267 1.34513 0.62027
H 2.50639 -0.27792 2.25649
H 1.35196 0.92699 2.69170
H 0.83875 -0.67153 2.76010
H 0.13401 -1.76701 0.43129
H -0.90651 -0.41360 0.93023
H -2.82184 1.68129 -1.47014
H -2.52281 2.79865 0.87928
H -1.34926 2.54510 -0.18658
O -1.58768 2.90567 0.66451
H 3.58365 -3.64581 1.82594
H 3.49094 -2.47316 0.75347
O 3.20395 -2.78727 1.60700

=====

Record 5
20
Properties=species:S:1:pos:R:3 method="wB97M-V/def2-TZVPD" e_homo_ev=-9.05 energy_ev=-15603.9173 multiplicity=1 max_force_ev_per_a=3.65 orbital_gap_ev=8.85 smiles="C[C@]1(O)Oc2ccccc2C1=O" lumo_energy_ha=-0.007
C -0.83924 2.46476 -1.09630
C -0.37538 1.80065 0.18491
O -0.12014 2.68968 1.21712
O 0.90833 1.09058 0.04841
C 0.70894 -0.27438 0.23299
C 1.78529 -1.15819 0.10927
C 1.34548 -2.47963 0.32787
C 0.01087 -2.79325 0.57445
C -0.95465 -1.84375 0.79760
C -0.62592 -0.55164 0.65349
C -1.40852 0.62763 0.60002
O -2.56014 0.85508 0.72133
H -1.30938 1.72181 -1.72255
H 0.15589 2.96228 -1.45642
H -1.57600 3.32414 -0.82212
H 0.57724 2.16488 1.66536
H 2.69671 -0.94561 -0.36453
H 2.01947 -3.23463 0.28387
H -0.04673 -3.85181 0.83432
H -1.90640 -2.09472 1.25040

=====

Record 6
7
Properties=species:S:1:pos:R:3 method="wB97M-V/def2-TZVPD" e_homo_ev="-3.64 / -3.64" charge=-1 energy_ev=-156068.1979 multiplicity=1 max_force_ev_per_a=2.97 orbital_gap_ev="6.53 / 6.53" lumo_energy_ha="0.106 / 0.106"
C 0.40931 0.29135 -0.97602
O 0.58902 -1.24313 2.04090
O -1.88513 -0.94399 1.94911
S -0.56051 -0.31130 1.85601
Br 0.75100 2.24011 -0.90654
Br -0.76810 -0.09669 -2.53314
H 1.46441 0.06365 -1.43033